# 1
ORCA calculation (ωB97M-V with the def2-TZVPD basis set) on a structure of composition C54H47BBrIN5O5RbSTe in a non-equilibrium geometry.

## Properties
DFT total energy = -172051.5650 eV
2S+1 = 1
Net charge = -2
LUMO = 3.20 eV
Highest occupied orbital energy = 0.56 eV

The geometry in XYZ format:
```
117
Properties=species:S:1:pos:R:3:forces:R:3
Rb -1.0155 -2.4532 1.4735 -0.4 0.2 -0.1
C 2.6026 -1.2127 5.0498 0.0 0.3 -0.3
C 1.6716 -1.1096 3.9888 -0.7 -1.7 -1.0
N 1.2847 -2.2011 3.2864 0.8 1.7 0.6
C 1.8836 -3.3897 3.5309 0.4 0.4 -0.1
C 2.8383 -3.5454 4.5970 -1.0 0.4 -0.1
C 3.1388 -2.4147 5.4123 -0.2 -0.4 0.1
C 3.3163 -4.8124 4.8392 1.1 -1.6 1.4
C 2.8844 -5.9424 4.1879 0.1 -1.0 0.8
C 2.0116 -5.8362 3.1372 -0.5 1.6 -0.6
C 1.6392 -4.5161 2.6477 0.0 -2.4 -1.8
N 1.1182 -4.3804 1.3760 -0.5 0.9 1.3
C 1.3594 -5.1791 0.2972 0.6 0.5 1.6
C 2.5030 -5.9826 0.2199 0.4 0.4 -0.2
C 2.8671 -6.5975 -0.9766 0.5 -0.9 -0.3
C 2.0477 -6.5786 -2.1016 0.4 0.3 -0.2
C 0.8760 -5.7782 -2.0757 0.2 -0.3 -0.1
C 0.0276 -5.6767 -3.2340 -1.2 0.8 1.1
C -1.1532 -4.9405 -3.1349 1.6 -0.8 -0.3
C -1.4173 -4.3135 -1.9039 -0.8 0.9 -0.1
N -0.6601 -4.3839 -0.8392 0.7 0.3 0.2
C 0.5324 -5.0731 -0.8736 -1.5 -0.5 -1.3
H 2.9333 -0.3243 5.5456 -0.2 0.5 0.4
H 1.1762 -0.1580 3.7011 0.5 -0.7 0.4
H 3.7200 -2.5230 6.3627 -0.3 0.1 -1.2
H 3.9368 -5.0495 5.6924 0.3 0.6 0.2
H 3.2270 -6.9423 4.6013 -0.5 1.2 -0.8
H 1.6492 -6.7046 2.6148 0.0 -0.1 -0.2
H 3.1756 -5.9724 1.0933 -0.4 -0.2 -0.7
H 3.8442 -7.1415 -0.9780 -1.0 0.4 -0.2
H 2.2833 -7.0783 -3.0562 0.1 0.2 0.7
H 0.2779 -6.1762 -4.1615 0.2 -0.1 0.1
H -1.8231 -4.8169 -3.9840 0.1 0.0 0.2
H -2.3068 -3.6325 -1.8768 0.7 -0.7 0.4
O -3.0117 -2.5357 3.7344 -0.7 0.1 0.6
S -4.2097 -1.8589 3.2557 1.2 0.4 -3.4
O -5.5003 -2.4781 3.3970 -0.4 -0.6 1.1
N -3.8617 -1.4858 1.7279 0.1 0.0 0.1
C -4.7644 -1.0360 0.7735 0.6 -0.4 2.1
C -6.1420 -1.1441 0.9805 0.0 0.3 -0.4
C -6.9731 -0.3528 0.1989 -0.9 1.0 -1.2
C -6.4985 0.4271 -0.8822 -2.2 -0.6 1.5
C -5.1582 0.3945 -1.1969 1.6 -0.6 0.7
C -4.5743 1.0925 -2.2437 0.6 0.5 -1.3
C -3.2475 0.9240 -2.5554 -0.3 0.4 -0.3
C -2.4836 0.0442 -1.7727 -0.5 0.4 0.6
N -2.9294 -0.4613 -0.6415 0.9 -0.6 -0.9
C -4.2223 -0.3288 -0.3761 -2.2 -0.4 0.8
C -4.2905 -0.2962 4.0941 0.0 0.9 -0.7
C -4.8323 0.8481 3.4651 0.4 -0.6 0.0
C -4.9543 2.0298 4.1955 -1.3 -0.1 -0.4
C -4.6039 2.0398 5.5306 1.3 -1.2 1.2
C -3.8770 0.9623 6.1085 -0.3 -0.6 -1.0
C -3.7174 -0.2433 5.3332 0.1 1.1 1.7
H -6.5404 -1.7411 1.8123 0.3 0.5 -0.6
H -8.0511 -0.3038 0.4773 0.8 -0.1 -0.4
H -7.1793 1.0858 -1.4311 0.2 -0.3 0.1
H -5.1728 1.7314 -2.8879 -0.1 0.0 0.2
H -2.8207 1.5068 -3.3798 0.0 -0.5 0.3
H -1.5058 -0.2530 -2.0617 0.9 0.1 -0.2
H -5.0782 0.7317 2.4036 -0.2 0.4 0.6
H -5.5104 2.9204 3.8346 0.6 -0.8 -0.2
H -4.8881 2.8713 6.1578 0.3 0.3 0.0
H -3.4626 1.0417 7.1300 -0.4 -0.1 -0.7
H -3.1798 -1.1617 5.6335 -0.3 0.9 0.3
O 1.1426 4.5706 -2.0805 -2.1 1.0 -0.2
C 2.2442 4.1718 -2.2549 2.1 -1.3 0.2
Br -0.6519 0.5498 -7.5585 0.6 -0.1 -0.3
C 0.6596 -0.7112 -8.1578 0.0 -1.0 -0.2
C 0.8501 -0.8508 -9.5342 -0.8 -0.3 0.0
C 1.5003 -1.9888 -10.0638 -0.6 1.2 1.6
C 2.0146 -2.9256 -9.1666 0.6 -0.4 -0.1
C 1.9046 -2.7782 -7.7664 -0.1 1.2 -0.6
C 1.2299 -1.6528 -7.2569 -0.2 0.4 -1.3
I 1.1159 -1.2265 -5.2626 0.2 -0.3 0.9
H 0.3161 -0.1418 -10.1938 0.6 -0.5 0.4
H 1.4958 -2.0472 -11.1357 0.4 -0.5 -0.2
H 2.5952 -3.7711 -9.5731 -0.5 0.3 0.3
H 2.4042 -3.4441 -7.0646 -0.2 0.0 -0.3
C -1.7168 5.2525 3.8024 2.3 -1.0 0.0
Te 0.3504 5.0406 2.7484 -2.1 0.6 -0.1
C -0.8553 5.7338 1.0142 2.0 -0.3 0.3
C -2.2093 6.0380 1.4534 -2.2 1.4 0.7
C -3.0904 6.7491 0.5930 -0.7 -1.4 1.3
C -4.4354 7.0298 0.9274 2.1 0.3 -0.1
C -4.7934 6.8950 2.2482 0.3 0.0 1.2
C -3.8749 6.3872 3.1798 -0.2 -0.6 0.1
C -2.6347 5.8501 2.7888 -0.2 0.9 -0.2
H -1.4099 5.8540 4.6822 -0.9 -0.3 -0.5
H -1.9698 4.2061 4.0744 0.0 0.8 0.0
H -0.7653 4.9150 0.3283 -0.2 -0.4 -0.5
H -0.3782 6.6029 0.5513 0.0 -0.2 0.1
H -2.7186 7.0173 -0.3529 0.3 0.2 -1.2
H -5.0454 7.5295 0.1951 -0.3 0.0 0.0
H -5.7095 7.3173 2.6388 -0.2 -0.2 -0.2
H -4.1452 6.3712 4.2514 0.1 -0.1 -0.7
C 5.9442 3.7181 0.3246 0.9 -0.1 -0.6
C 5.7284 3.4685 -1.2059 -1.5 0.3 -0.4
C 7.0044 3.7912 -2.0176 0.6 -0.2 2.1
O 4.6696 4.3666 -1.7276 2.6 0.3 1.2
B 3.5873 3.6260 -2.2827 -1.0 1.0 0.9
O 3.9753 2.2958 -2.4016 1.7 -2.1 0.1
C 5.0721 2.0362 -1.4341 -1.9 0.7 -0.6
C 5.9594 0.9778 -2.0281 -0.4 -1.4 0.1
C 4.3715 1.5558 -0.1190 -0.1 0.9 -1.2
H 6.4980 4.6590 0.4516 -0.6 0.1 0.0
H 6.6130 2.9750 0.8389 -0.6 0.3 -0.7
H 4.9674 3.6821 0.8074 0.4 0.5 0.1
H 7.2077 4.8737 -1.9159 0.0 -0.5 0.1
H 6.8780 3.6048 -3.0450 -0.3 -0.4 -1.3
H 7.8960 3.1989 -1.6295 -0.9 0.7 -0.4
H 6.4087 1.2022 -2.9899 -0.1 0.5 -0.1
H 5.3260 0.0592 -2.1914 0.7 0.8 0.3
H 6.7776 0.7376 -1.3389 -0.1 -0.1 0.0
H 3.7004 2.3686 0.1467 -0.1 0.1 0.2
H 5.0892 1.4079 0.6610 0.3 -0.4 0.6
H 3.6970 0.7180 -0.2314 0.3 -0.5 -0.4
```
Positions in Å, forces in eV/Å.

Atom charges from the Löwdin analysis, given in e for atoms 1 to 4:
1. Rb 0.818
2. C -0.091
3. C -0.118
4. N 0.027



# 2
ORCA calculation (ωB97M-V with the def2-TZVPD basis set) on a structure of composition C54H48F3N3O6ReS4Si in a non-equilibrium geometry.

## Properties
DFT total energy = -135025.4456 eV
2S+1 = 4
LUMO (spin up / spin down) = -1.18 / -2.44 eV
Highest occupied orbital energy (spin up / spin down) = -6.67 / -7.60 eV

The geometry in XYZ format:
```
120
Properties=species:S:1:pos:R:3:forces:R:3
Re -0.3261 -0.4551 0.7084 -1.6 1.9 1.7
C -6.8092 -0.9483 -0.5909 0.6 0.2 0.4
Si -5.7226 0.2163 0.4501 -1.1 -0.2 0.0
C -6.7358 0.6974 1.9883 0.5 -0.2 -0.3
C -5.4818 1.7617 -0.5510 0.3 0.0 -0.3
C -4.2205 -0.8110 1.0631 0.1 -0.6 0.4
C -4.5939 -1.9615 1.7977 0.1 0.5 -0.4
C -3.6608 -2.8456 2.3197 -0.1 0.2 0.0
C -2.3352 -2.5811 2.1066 0.6 -0.1 0.3
N -1.8979 -1.5139 1.4268 -3.4 2.5 0.0
C -2.8346 -0.6037 0.8923 -1.1 0.1 0.2
S -2.2408 0.8566 -0.0407 -0.6 -3.5 0.4
H -7.7024 -0.4178 -0.9309 0.1 0.0 0.0
H -7.1223 -1.8149 -0.0032 0.0 0.0 -0.1
H -6.2539 -1.2968 -1.4656 -0.1 -0.1 0.0
H -7.6287 1.2510 1.6868 0.1 0.0 0.0
H -6.1369 1.3302 2.6491 -0.1 0.0 0.1
H -7.0486 -0.1925 2.5402 0.0 0.1 0.1
H -6.4549 2.1961 -0.8013 0.0 -0.2 0.1
H -4.9689 1.5579 -1.4950 0.1 0.1 0.1
H -4.9299 2.5117 -0.0020 0.3 0.2 0.1
H -5.6424 -2.1889 1.9718 0.0 0.1 -0.1
H -3.9685 -3.7202 2.8757 0.1 0.0 -0.1
H -1.5576 -3.2334 2.4851 -0.1 -0.1 0.0
C 1.9391 -1.1335 -7.4282 -0.1 -0.1 -0.1
C 1.5990 -0.8703 -5.9896 -0.1 -0.2 0.1
C 0.9831 -1.8433 -5.1977 0.1 0.3 0.1
C 0.6679 -1.5826 -3.8620 0.1 0.2 0.0
C 0.9834 -0.3469 -3.3045 -0.3 -0.2 -0.7
C 1.5989 0.6287 -4.0954 0.0 0.1 0.0
C 1.9111 0.3684 -5.4245 -0.3 -0.2 0.5
S 0.5312 0.0489 -1.5726 2.4 1.0 -4.3
O 0.2423 1.5099 -1.6963 -0.2 -0.4 0.5
C 2.2900 -0.1522 -1.0383 1.0 1.0 0.0
C 2.7687 -1.4889 -1.0320 1.8 -0.2 -0.8
C 4.0350 -1.8014 -0.5930 -1.7 -0.5 -0.7
C 4.8708 -0.8100 -0.0798 0.4 0.2 0.2
C 6.1444 -1.1651 0.3980 0.9 0.5 0.5
C 6.9880 -0.2203 0.9551 -0.1 -0.9 -0.2
C 6.5620 1.0998 1.0538 -1.0 0.5 -0.3
C 5.3069 1.4607 0.5776 0.5 0.5 0.3
C 4.4209 0.5343 -0.0289 0.0 0.1 -0.1
C 3.1234 0.8834 -0.5617 -0.4 -0.5 -1.2
C 2.7343 2.3316 -0.5276 -1.1 0.1 1.0
C 3.4538 3.2748 -1.3275 0.1 0.1 0.2
C 4.3484 2.9024 -2.3589 0.6 0.0 -0.7
C 5.0576 3.8422 -3.0941 -0.5 -1.1 0.4
C 4.8981 5.1999 -2.8247 -0.5 0.8 0.7
C 4.0266 5.6028 -1.8269 0.9 0.1 -1.0
C 3.2988 4.6625 -1.0771 0.0 0.1 -0.1
C 2.4393 5.0967 -0.0622 -0.8 -0.5 1.0
C 1.6852 4.1935 0.6610 -0.1 0.8 -0.1
C 1.7693 2.8203 0.3943 1.7 -1.2 -1.7
S 0.6266 1.6691 1.2059 -1.6 4.7 2.2
O 1.0151 1.6438 2.6504 0.2 -0.2 -0.8
C -0.8489 2.7482 1.1854 -0.1 1.4 0.2
C -1.7217 2.6880 2.2764 0.4 0.2 0.2
C -2.9152 3.4095 2.2827 0.5 -0.2 -0.3
C -3.2710 4.2016 1.1894 0.0 0.1 0.0
C -4.5521 4.9903 1.1891 -0.1 -0.1 0.0
C -2.3956 4.2826 0.1062 0.3 -0.5 0.3
C -1.2048 3.5549 0.1000 0.2 0.3 0.0
H 1.5018 -2.0719 -7.7785 0.1 0.1 0.1
H 3.0240 -1.1916 -7.5530 -0.1 0.0 -0.1
H 1.5503 -0.3309 -8.0619 0.2 -0.1 0.0
H 0.7311 -2.8108 -5.6227 0.0 0.1 0.0
H 0.1665 -2.3458 -3.2739 0.0 0.0 0.0
H 1.8229 1.6088 -3.6820 -0.1 -0.1 0.1
H 2.3855 1.1441 -6.0195 0.0 -0.1 0.0
H 2.1429 -2.3039 -1.3757 0.6 0.1 -0.8
H 4.3592 -2.8387 -0.6244 0.0 0.2 0.0
H 6.4837 -2.1967 0.3464 -0.2 0.1 -0.1
H 7.9661 -0.5095 1.3252 -0.1 0.0 -0.1
H 7.2032 1.8495 1.5058 -0.1 0.0 -0.1
H 5.0196 2.5020 0.6995 -0.1 -0.2 -0.1
H 4.5000 1.8535 -2.6019 -0.1 0.1 0.2
H 5.7383 3.5169 -3.8741 -0.1 0.0 0.1
H 5.4543 5.9389 -3.3923 -0.1 -0.1 0.1
H 3.9168 6.6660 -1.6290 -0.1 -0.2 0.1
H 2.3344 6.1556 0.1585 0.1 -0.1 -0.1
H 1.0097 4.5652 1.4259 0.1 -0.1 -0.1
H -1.4777 2.0637 3.1327 0.1 0.1 -0.1
H -3.5714 3.3375 3.1455 0.0 0.0 -0.1
H -5.2902 4.5438 1.8613 0.1 0.1 0.0
H -4.9946 5.0076 0.1906 0.1 0.1 0.1
H -4.3603 6.0182 1.5094 -0.1 -0.1 0.0
H -2.6390 4.9010 -0.7533 0.0 -0.1 0.1
H -0.5688 3.6314 -0.7755 0.0 -0.1 0.1
N 0.4168 -2.3263 0.2370 -0.7 -4.3 -0.6
C -0.4960 -3.4195 0.0295 -0.3 -1.6 -1.3
C -1.8034 -3.1784 -0.4024 0.2 -0.8 -0.9
C -2.6612 -4.2387 -0.6861 0.6 0.1 -0.1
C -2.1924 -5.5454 -0.5897 -0.2 -0.2 0.3
C -0.8789 -5.8019 -0.2102 0.0 0.4 0.0
C -0.0288 -4.7367 0.0809 -0.3 0.0 0.2
S -3.3205 -6.9209 -0.9274 0.2 0.0 0.1
O -4.5882 -6.4403 -0.3900 0.2 -0.1 -0.2
O -2.7225 -8.0298 -0.1943 -0.2 0.2 -0.3
O -3.2482 -7.0187 -2.3790 -0.2 -0.1 0.3
H 1.1243 -2.6113 0.9259 -0.5 0.2 0.2
H 1.0486 -2.2741 -0.5597 -0.9 0.2 0.1
H -2.1656 -2.1678 -0.4937 0.0 -0.4 -0.7
H -3.6891 -4.0590 -0.9850 0.1 -0.1 0.0
H -0.5276 -6.8269 -0.1497 -0.1 0.1 0.0
H 0.9987 -4.9517 0.3584 0.1 0.1 0.1
F 2.9244 -2.9680 6.3909 -0.3 0.4 -0.3
C 2.1815 -1.8354 6.4175 0.5 -0.3 1.4
F 1.2538 -2.0183 7.3870 0.1 0.1 -0.7
F 3.0046 -0.8577 6.8658 -0.4 -0.2 -0.5
C 1.5878 -1.5110 5.0758 -0.2 0.1 -0.4
C 2.4187 -1.2959 3.9791 -0.5 -0.1 0.3
C 1.8456 -0.9987 2.7555 0.0 -0.3 1.1
N 0.5040 -0.9030 2.5561 0.5 -1.9 4.8
C -0.2770 -1.1169 3.6392 0.3 0.3 0.0
C 0.2112 -1.4183 4.8971 0.2 0.0 0.2
H 3.4976 -1.3577 4.0719 -0.1 0.0 -0.1
H 2.4592 -0.8260 1.8849 0.2 -0.1 0.6
H -1.3420 -1.0358 3.4618 0.3 0.1 0.4
H -0.4768 -1.5771 5.7200 0.1 0.0 -0.1
O 1.3973 -0.4648 0.6470 3.6 1.5 -1.1
```
Positions in Å, forces in eV/Å.

Atom charges from the Löwdin analysis, given in e for atoms 1 to 4:
1. Re 1.277
2. C -0.167
3. Si 0.547
4. C -0.170



Calculated energy above the lowest of the compared OMol25 structures with the same formula, charge and spin, 86.73, 180.99 kcal/mol (same order as the records).